1.
The following is a quantum chemistry calculation of a cluster of 3 separate species, C11H12N2 in total in a non-equilibrium geometry, from OMol25.

XYZ file:
```
25
Properties=species:S:1:pos:R:3:forces:R:3:lowdin_charge:R:1
C -0.61639 0.15729 -2.50748 0.96 -1.63 -2.61 -0.066
C -0.16334 1.10685 -1.50606 0.13 -2.76 -1.59 -0.435
C 0.44099 2.27754 -1.57899 2.18 3.54 -0.18 -0.048
C 0.83092 2.59407 -0.22981 -1.43 -0.58 -1.79 -0.057
C 0.40768 1.57202 0.52097 3.79 1.44 5.47 -0.387
C 0.82097 1.29916 2.01212 0.08 3.57 -2.07 -0.014
C -0.32321 -0.69756 0.32881 0.31 2.17 -0.80 -0.198
C 0.26834 -1.73483 -0.27962 3.76 2.27 -0.73 -0.118
C -0.21467 -2.93277 0.05320 4.59 -3.81 -5.31 -0.282
C -1.25922 -2.21065 1.90021 -0.22 -1.05 -4.86 -0.005
C -1.09120 -0.93172 1.48039 1.02 0.53 -1.18 -0.017
H 0.06065 0.43759 -3.98254 -2.02 -0.72 4.21 0.183
H -1.84883 0.24335 -2.60773 3.34 -1.13 -0.10 0.097
H 0.20544 -1.00935 -1.85344 -3.42 2.70 -3.15 0.173
H 0.86093 2.90714 -2.44195 -1.44 -1.36 1.12 0.140
H 1.49514 3.30231 0.06578 1.42 2.21 0.86 0.067
H 0.92462 0.20784 2.17607 0.16 1.11 0.43 0.058
H -0.13127 1.83617 2.48530 2.66 -1.30 0.33 0.115
H 1.89832 1.95939 1.97304 -3.17 -2.02 1.23 0.148
H 1.32877 -1.67644 -0.78234 -2.37 0.07 0.61 0.186
H 0.32775 -3.70315 -0.60765 -1.43 0.18 0.92 0.147
H -1.84953 -2.30783 2.73379 -1.09 -1.35 1.90 0.078
H -1.35110 -0.01479 1.94411 -0.76 0.21 1.07 0.105
N -0.00793 0.60534 -0.20181 -3.41 -3.09 -1.54 0.015
N -1.01384 -3.28697 0.90563 -3.63 0.80 7.79 0.115
```
Positions in Å, forces in eV/Å.

Properties
E_tot (eV): -14572.5350
2S+1: 1
LUMO energy (eV): -0.336
Maximum force (eV/Å): 8.63
Energy relative to the best compared isomer or geometry (same formula, charge and spin) (kJ/mol): 925.6

***

2.
The following is a quantum chemistry calculation of a cluster of 3 separate species, C4H10 in total in a non-equilibrium geometry, from OMol25.

XYZ file:
```
14
Properties=species:S:1:pos:R:3:forces:R:3:lowdin_charge:R:1
C 0.86674 0.13909 -1.59159 -0.05 1.72 0.94 -0.086
C 1.37866 0.47207 -0.38524 -1.15 1.22 -0.84 -0.395
C 1.22053 -0.34572 0.81994 2.95 -0.78 -2.56 -0.058
C -2.17125 0.08598 0.56747 0.40 -1.10 0.07 -0.049
H 0.86499 0.87902 -2.41666 0.09 -0.98 0.45 0.058
H 0.25985 -0.76104 -1.57063 0.07 0.02 -0.71 0.053
H 1.89485 1.43165 -0.12137 -0.33 -0.86 -0.93 0.106
H -3.16084 0.47039 0.84896 0.69 0.50 -0.11 0.024
H 1.16059 0.24228 1.71628 1.12 -0.19 0.68 0.048
H 2.63947 -1.01428 -0.08495 -2.12 0.73 3.32 0.244
H 0.52579 -1.14147 0.83638 -0.48 -0.91 -0.39 0.020
H -1.43402 0.01606 1.39244 -0.68 0.51 -0.26 0.012
H -1.67506 0.47885 -0.32935 -0.48 0.47 0.42 0.011
H -2.37030 -0.95287 0.31834 -0.03 -0.35 -0.08 0.012
```
Positions in Å, forces in eV/Å.

Properties
E_tot (eV): -4305.2750
2S+1: 1
LUMO energy (eV): -0.118
Maximum force (eV/Å): 4.00
Energy relative to the best compared isomer or geometry (same formula, charge and spin) (kJ/mol): 490.8

***

3.
The following is a quantum chemistry calculation of the molecule C15H16F3NO, from OMol25.

XYZ file:
```
36
Properties=species:S:1:pos:R:3:forces:R:3:lowdin_charge:R:1
O -3.14057 -0.18672 0.16409 -0.19 -0.35 -0.07 -0.001
C -2.52670 1.04154 0.45665 -0.07 0.33 0.28 -0.297
C -1.04134 1.06054 0.16286 -0.04 -0.25 -0.42 -0.190
C -0.47034 0.26175 -0.73662 -0.47 0.29 0.11 0.032
C 0.96892 0.14831 -0.95246 0.47 -0.14 -0.03 -0.142
C 1.78827 1.27515 -0.97783 -0.05 -0.06 -0.10 -0.014
C 3.14643 1.16033 -1.19973 0.07 -0.03 -0.03 -0.064
C 3.72218 -0.08467 -1.39932 0.02 0.00 0.01 -0.072
C 2.93294 -1.21917 -1.36314 -0.09 -0.05 0.00 -0.015
C 1.56779 -1.10423 -1.13960 0.00 0.08 0.05 -0.074
C 0.72598 -2.34463 -1.05892 -0.21 -0.36 0.05 -0.572
F -0.04273 -2.37912 0.05300 0.02 0.12 0.14 0.130
F 1.44889 -3.47354 -1.03368 0.29 -0.01 -0.03 0.136
F -0.12589 -2.47645 -2.09480 -0.04 0.17 -0.19 0.140
N -0.28729 1.85589 1.07486 0.29 0.05 -0.18 -0.117
C -0.94767 3.13545 1.30219 0.03 0.26 0.03 -0.156
C -2.30307 2.95557 2.01643 -0.06 -0.11 -0.01 -0.124
C -2.65156 1.46813 1.93706 -0.12 -0.02 -0.03 -0.250
C -1.63356 0.68642 2.77852 -0.11 0.04 -0.07 -0.111
C -0.21767 1.10842 2.32767 0.12 -0.17 0.22 -0.137
H -2.63291 -0.89837 0.57284 0.04 0.03 -0.04 0.093
H -3.05911 1.76835 -0.17093 0.06 0.00 0.10 0.163
H -1.11314 -0.37552 -1.32877 -0.09 -0.03 0.05 0.124
H 1.33672 2.24097 -0.82258 0.00 0.07 -0.01 0.112
H 3.76233 2.04694 -1.22080 0.05 0.09 -0.01 0.105
H 4.78243 -0.17502 -1.57734 0.10 0.00 -0.01 0.103
H 3.37256 -2.19490 -1.50295 0.02 -0.05 0.00 0.117
H -1.07806 3.61373 0.32891 0.03 0.05 0.06 0.124
H -0.26730 3.75314 1.89351 -0.05 0.05 -0.07 0.119
H -3.07632 3.55618 1.53642 -0.03 0.05 0.03 0.112
H -2.23881 3.26071 3.06194 -0.05 0.05 0.03 0.113
H -3.66888 1.27796 2.28722 0.05 0.00 -0.10 0.147
H -1.78475 0.90314 3.83663 -0.03 -0.08 0.03 0.113
H -1.77814 -0.38663 2.63604 -0.01 -0.04 0.08 0.110
H 0.26229 1.75110 3.06839 0.03 -0.02 0.02 0.122
H 0.42174 0.23791 2.16448 0.01 0.06 0.10 0.123
```
Positions in Å, forces in eV/Å.

Properties
E_tot (eV): -27504.8071
2S+1: 1
LUMO energy (eV): 0.685
Maximum force (eV/Å): 0.56
Energy relative to the best compared isomer or geometry (same formula, charge and spin) (kJ/mol): 0.0
SMILES string: O[C@@H]1/C(=C/c2ccccc2C(F)(F)F)N2CCC1CC2

***

4.
The following is a quantum chemistry calculation of a cluster of 2 separate species, C4H11N3O2 in total in a non-equilibrium geometry, from OMol25.

XYZ file:
```
20
Properties=species:S:1:pos:R:3:forces:R:3:lowdin_charge:R:1
H 2.08642 -0.21984 -0.69587 -0.71 -1.52 1.37 0.090
N 1.23764 -0.62555 -0.21648 -0.59 2.05 -3.10 0.106
C 1.10476 -0.78399 1.01440 0.62 1.15 0.61 -0.582
N -0.18681 -0.68608 1.64484 -1.80 0.59 -0.93 0.057
N 2.17944 -0.85695 1.87864 -0.79 -0.49 2.36 -0.012
C 1.87163 -1.45098 3.24989 0.51 1.02 -0.61 -0.079
H -0.80551 -1.47921 1.45709 0.48 -0.01 0.13 0.085
H -0.73971 0.12160 1.20627 1.44 -1.48 0.57 0.110
H 2.84581 -0.07615 1.81884 -0.49 -0.88 0.13 0.133
H 2.16298 -0.80328 4.08916 0.23 -0.22 -0.43 0.080
H 2.32546 -2.40934 3.28581 1.14 -0.68 0.29 0.050
H 0.84140 -1.72533 3.44626 -0.41 0.72 -0.66 0.058
C -2.53802 1.47440 -3.37057 -0.10 -1.31 -3.46 -0.015
C -1.42806 1.86505 -2.50289 2.27 -1.79 0.55 -0.597
O -0.46296 2.58483 -2.55805 -1.08 0.43 -0.44 0.093
O -1.51988 0.84935 -1.62989 4.44 -2.92 3.49 -0.038
H -3.38590 2.06237 -3.28618 -1.55 1.61 -0.37 0.056
H -2.85686 0.46984 -3.06345 0.05 0.53 -0.21 0.089
H -2.18424 1.31815 -4.45125 -0.56 0.87 1.41 0.128
H -0.54756 0.37110 -1.31656 -3.10 2.34 -0.72 0.189
```
Positions in Å, forces in eV/Å.

Properties
E_tot (eV): -12889.6697
2S+1: 1
LUMO energy (eV): 0.690
Maximum force (eV/Å): 6.36
Energy relative to the best compared isomer or geometry (same formula, charge and spin) (kJ/mol): 304.9
SMILES string: [H]/N=C(/N)NC.CC(=O)O

***

5.
The following is a quantum chemistry calculation of a cluster of 8 separate species, C26H43F2IN2O7S2 in total in a non-equilibrium geometry, from OMol25.

XYZ file:
```
83
Properties=species:S:1:pos:R:3:forces:R:3:lowdin_charge:R:1
C 2.97427 -0.36871 1.84474 10.98 1.45 2.65 0.057
C 3.67667 0.51725 0.75471 -0.32 1.71 1.75 -0.223
O 4.22847 1.57805 1.00375 -1.23 -3.10 -1.79 0.115
N 3.36615 0.02810 -0.75606 -0.82 8.25 3.28 0.104
H 3.79193 -0.73867 -0.96959 5.76 -5.56 -1.68 0.071
H 2.61236 -0.65960 -0.82033 -4.60 -0.90 -0.27 0.020
C 3.60061 1.13902 -1.74702 2.75 -4.03 -1.59 0.004
H 2.96403 -0.05622 2.87349 -0.54 1.44 -0.07 0.097
H 3.66584 -1.27648 2.09134 -0.97 1.05 -1.23 0.145
H 2.21591 -0.69197 1.45728 -8.77 -3.68 -3.73 -0.069
H 3.18799 2.01206 -1.47156 -1.36 2.79 1.04 0.017
H 3.44351 0.91682 -2.79833 -1.77 -0.62 0.15 0.088
H 4.67433 1.12496 -1.92499 0.49 0.97 1.15 0.102
C -1.22133 0.51758 -0.37605 -0.31 0.34 0.92 0.003
C -1.63650 -0.44602 -1.43742 -0.92 -0.95 -3.13 -0.344
O -2.71940 -0.95364 -1.62763 1.91 1.15 0.81 0.126
N -0.49202 -0.98480 -2.38740 -0.49 2.26 0.97 0.029
H -0.05476 -0.26347 -2.89912 1.00 2.76 0.08 -0.038
H 0.15276 -1.27777 -1.66536 2.34 -1.11 0.32 0.053
C -0.82179 -1.87844 -3.42556 -8.04 -0.58 10.84 -0.003
H -0.15991 0.43244 0.01178 -1.39 -0.42 -0.40 0.096
H -2.05355 0.17691 0.28814 1.12 0.82 0.74 0.105
H -1.33272 1.64061 -0.52014 -0.12 -1.55 -0.64 0.087
H -1.14090 -2.75711 -2.80909 0.13 -0.13 -0.95 0.130
H -0.40883 -2.21696 -4.14727 7.17 -2.93 -8.63 0.006
H -1.74869 -1.55007 -3.72477 -2.27 0.81 -1.25 0.086
I 0.20468 2.33078 -3.66086 0.06 -0.24 0.33 -0.376
O 1.66695 -1.73334 -1.18647 -0.49 5.53 1.64 -0.277
H 1.72755 -2.58940 -1.38454 0.66 -5.34 -1.05 -0.103
F 0.37578 -6.40938 1.75920 0.30 0.14 2.19 0.111
C 0.25378 -6.80955 0.53356 0.23 -2.63 -2.38 -0.370
C -0.05801 -5.90432 -0.40521 -1.63 0.53 -1.61 0.007
C -0.37045 -6.28692 -1.75159 1.37 -2.79 6.40 -0.072
C -0.26890 -7.55550 -2.18195 0.51 -1.27 -2.13 -0.088
C 0.22981 -8.46167 -1.26763 -1.14 5.36 4.46 -0.065
C 0.45110 -8.14430 0.12051 -0.36 -0.78 1.28 0.030
H -0.31263 -4.95214 0.02691 0.26 0.78 -0.56 0.106
H -0.37937 -5.57050 -2.35468 -1.17 6.02 -5.27 0.017
H -0.44366 -7.81296 -3.31163 0.41 0.36 2.45 0.152
H 0.41279 -9.34951 -1.53056 1.26 -6.99 -2.01 0.022
H 0.61981 -8.89127 1.04684 -0.04 1.33 -2.80 0.160
F 1.83974 -3.45727 3.60009 0.16 -0.17 0.65 0.054
C 0.49748 -3.50860 3.53363 -0.64 1.48 -3.02 -0.287
C -0.07150 -2.76013 2.44853 -1.18 1.10 -1.13 -0.010
C -1.44893 -2.86324 2.14132 1.63 -1.50 3.35 -0.059
C -2.23876 -3.68762 3.07038 -1.51 0.92 -3.92 -0.114
C -1.69755 -4.42634 4.07781 0.22 -1.42 -0.40 -0.082
C -0.26524 -4.36491 4.23489 -3.02 1.04 -0.55 -0.027
H 0.44949 -2.02906 1.73673 0.01 -1.51 1.43 0.110
H -1.80615 -2.35900 1.25680 -0.48 -0.06 0.16 0.080
H -3.28496 -3.87597 2.65041 1.26 0.28 1.31 0.118
H -2.37384 -5.28202 4.51473 1.76 1.99 -0.40 0.147
H 0.11593 -5.00947 4.89903 1.80 -2.16 2.40 0.075
C -3.92838 3.51004 -0.05475 1.73 2.06 1.07 -0.179
C -2.74691 4.48724 -0.25324 1.57 -4.62 2.08 -0.276
C -2.87107 4.97982 -1.54270 -3.96 -6.39 -3.62 -0.288
S -4.52767 5.46573 -1.63770 -1.91 2.65 -0.86 0.759
O -5.06192 4.94638 -2.89904 0.09 0.73 1.24 -0.332
O -4.68465 6.90194 -1.26099 0.22 -2.64 -0.75 -0.346
C -5.11246 4.40292 -0.27332 1.80 1.66 1.37 -0.194
H -3.66998 3.20632 0.94567 -1.16 -1.12 0.39 0.122
H -3.86638 2.81403 -0.85781 0.10 -1.17 -0.13 0.111
H -1.79852 4.02467 0.06944 -0.08 -0.31 -0.94 0.110
H -2.70128 5.26734 0.38268 -0.80 2.76 2.71 0.095
H -2.68863 4.20994 -2.40107 -0.74 0.69 1.56 0.149
H -2.21895 5.58073 -1.78439 5.98 7.26 -2.31 0.029
H -5.88212 3.89831 -0.67722 -3.01 -1.59 -1.23 0.053
H -5.41265 4.97413 0.62392 0.25 -0.04 -0.67 0.128
C 3.20955 5.16099 1.38463 1.34 1.60 0.00 -0.207
C 2.89728 4.84604 -0.11566 2.98 2.50 -1.56 -0.191
C 1.45407 4.76974 -0.17692 0.30 -2.26 0.20 -0.272
S 0.98096 4.11098 1.35985 -2.08 2.27 0.70 0.622
O 0.70126 2.77035 1.12862 -0.51 -5.14 -0.39 -0.307
O -0.13605 4.87918 1.84109 0.29 0.74 0.82 -0.298
C 2.50968 4.20683 2.26551 -1.74 -0.39 -0.63 -0.232
H 2.90873 6.18404 1.80775 -0.07 -1.06 -1.49 0.157
H 4.21537 5.14215 1.70470 1.64 -0.09 -0.45 0.099
H 3.35998 3.94990 -0.53874 0.07 -0.24 0.92 0.095
H 3.27367 5.61267 -0.92421 -0.50 -0.89 1.98 0.162
H 1.09617 4.12348 -0.93346 -0.43 -1.17 -0.73 0.055
H 0.92257 5.60463 -0.32308 -1.48 3.70 -0.22 0.077
H 2.77146 3.19537 2.47410 0.96 -0.90 -0.93 0.085
H 2.41747 4.57387 3.23253 -0.78 1.19 1.67 0.092
```
Positions in Å, forces in eV/Å.

Properties
E_tot (eV): -80164.7936
2S+1: 1
LUMO energy (eV): -0.329
Maximum force (eV/Å): 13.51
Energy relative to the best compared isomer or geometry (same formula, charge and spin) (kJ/mol): 126.1

***

6.
The following is a quantum chemistry calculation of a structure of composition C25H25BrN13OPPt, from OMol25.

XYZ file:
```
67
Properties=species:S:1:pos:R:3:forces:R:3:lowdin_charge:R:1
Pt -0.87635 1.58752 0.52222 -0.22 0.08 0.06 1.125
Br 2.11844 5.62696 5.72707 0.00 -0.01 0.01 0.798
C 0.98456 4.66919 4.56930 0.00 0.02 -0.01 -0.688
C -0.29091 5.17178 4.27213 0.00 -0.01 0.02 -0.076
C -1.13233 4.50638 3.41237 0.02 0.00 -0.02 0.012
C -0.72097 3.31768 2.79311 0.03 0.03 0.12 -0.333
O -1.56137 2.72927 1.95803 0.05 0.05 -0.17 -0.238
C 0.53653 2.78086 3.14089 0.00 0.03 -0.09 -0.147
C 0.87560 1.44525 2.78553 -0.24 -0.04 0.14 -0.039
N 0.23587 0.67827 1.95134 0.41 0.07 -0.45 -0.096
C 0.61986 -0.70385 2.01277 -0.01 -0.01 -0.02 -0.249
C -0.10034 -1.56574 2.79185 -0.03 -0.01 -0.01 0.001
C 0.36789 -2.87625 3.04189 -0.01 0.00 0.01 -0.051
C 1.57706 -3.27912 2.55352 0.02 0.01 0.01 -0.027
C 2.33943 -2.40966 1.73252 -0.01 0.00 -0.03 -0.177
C 3.60852 -2.76129 1.21130 0.01 -0.02 -0.09 0.006
C 4.26343 -1.88684 0.39375 -0.01 -0.03 0.04 -0.029
C 3.63527 -0.66319 0.06970 -0.03 0.04 0.00 -0.125
N 2.47014 -0.28787 0.54077 0.03 0.04 0.05 0.116
C 1.83530 -1.12940 1.40327 0.02 -0.02 -0.11 -0.220
C 1.38279 3.47795 4.03117 0.02 -0.03 -0.01 -0.067
H -0.61424 6.09655 4.73130 0.00 0.01 -0.01 0.117
H -2.11803 4.89158 3.18983 0.01 0.01 -0.01 0.128
H 1.69403 0.98730 3.33857 -0.05 -0.02 0.07 0.159
H -1.01024 -1.21470 3.26287 0.00 0.00 0.00 0.131
H -0.21615 -3.53500 3.67013 0.00 0.00 0.01 0.121
H 1.96993 -4.26115 2.78625 0.01 0.01 0.03 0.129
H 4.04498 -3.71744 1.47424 0.00 0.00 0.00 0.130
H 5.24389 -2.11050 -0.00310 -0.01 0.00 -0.01 0.118
H 4.12665 0.02988 -0.60620 0.00 -0.01 0.00 0.119
H 2.34732 3.05744 4.28676 -0.01 -0.01 0.02 0.119
N -5.01515 4.30904 -0.94971 -0.02 0.05 0.21 0.171
N -3.69602 3.96180 -0.94101 0.08 -0.02 -0.12 -0.257
N -2.74892 4.86539 -1.09120 -0.02 -0.02 -0.03 0.173
C -1.66056 4.13853 -0.92361 -0.04 -0.02 -0.10 -0.163
N -1.96982 2.85223 -0.70229 -0.11 -0.02 0.43 -0.188
N -3.29912 2.76062 -0.70395 0.03 -0.03 -0.07 0.113
H -5.15250 5.12129 -1.53736 -0.02 -0.04 -0.07 0.124
H -5.59217 3.50961 -1.17404 0.00 0.01 -0.08 0.119
H -0.66029 4.53393 -0.97325 0.00 0.00 0.06 0.130
C 0.81538 -4.03829 -2.43215 -0.08 -0.06 0.08 -0.115
N 0.80635 -2.89402 -3.31761 0.02 -0.05 -0.01 -0.131
C -0.45809 -2.84813 -4.05873 0.01 0.04 0.02 -0.140
N -1.63641 -2.85177 -3.18779 -0.07 -0.03 -0.03 -0.135
C -1.60470 -3.99914 -2.30862 0.10 -0.05 0.09 -0.119
N -0.35147 -3.98129 -1.51937 0.00 0.10 -0.27 -0.099
C -0.26846 -3.20175 -0.41977 0.03 0.11 0.38 -0.102
P -0.25765 -1.29935 -1.37440 -0.24 -0.13 -0.52 1.118
C 1.09519 -1.66698 -2.58517 0.05 0.06 0.09 -0.228
C -1.76442 -1.62301 -2.41816 0.03 0.03 0.08 -0.232
H 1.73319 -4.07724 -1.84613 0.00 0.04 0.00 0.144
H 0.72497 -4.95124 -3.01848 0.04 -0.01 0.01 0.148
H -0.50638 -3.72190 -4.70723 0.00 0.00 0.00 0.145
H -0.47566 -1.95589 -4.68446 0.00 -0.01 -0.01 0.141
H -1.60743 -4.91369 -2.89917 -0.03 -0.01 0.01 0.148
H -2.46058 -4.00552 -1.63501 0.00 0.03 0.00 0.145
H 0.68325 -3.20719 0.09840 0.01 0.01 0.04 0.079
H -1.13497 -3.16553 0.23305 -0.03 0.00 -0.06 0.117
H 2.02293 -1.79193 -2.02397 0.05 0.06 0.00 0.091
H 1.24421 -0.83397 -3.27656 -0.07 -0.01 -0.04 0.106
H -1.95229 -0.77927 -3.08663 0.06 0.00 -0.04 0.102
H -2.62534 -1.70367 -1.74995 -0.02 0.07 -0.02 0.112
N 0.83457 3.14572 -4.89340 -0.02 0.01 0.01 0.223
C 0.30120 2.45584 -4.14504 0.12 -0.08 -0.05 -0.246
N -0.35421 1.65050 -3.31930 -0.30 0.19 0.10 0.222
C -0.31444 1.10196 -2.26514 0.52 -0.04 -0.04 -0.267
N -0.33074 0.45242 -1.20795 -0.09 -0.37 0.43 -0.215
```
Positions in Å, forces in eV/Å.

Properties
E_tot (eV): -130309.0404
2S+1: 1
LUMO energy (eV): -6.913
Maximum force (eV/Å): 0.61
Total charge: +2
Energy relative to the best compared isomer or geometry (same formula, charge and spin) (kJ/mol): 284.7